{"formula": "C23H41N3O7", "method": "wB97M-V/def2-TZVPD", "multiplicity": 2, "total_charge": -1, "energy_ev": -43314.6603, "species": ["O", "C", "O", "C", "C", "C", "H", "H", "H", "H", "H", "H", "H", "H", "O", "C", "O", "C", "C", "C", "H", "H", "H", "H", "H", "H", "H", "H", "C", "C", "C", "C", "N", "H", "H", "H", "H", "H", "H", "H", "C", "C", "C", "C", "N", "H", "H", "H", "H", "H", "H", "H", "C", "C", "C", "C", "N", "H", "H", "H", "H", "H", "H", "H", "C", "C", "O", "C", "O", "O", "H", "H", "H", "H"], "positions_angstrom": [[-1.22, -7.18, 3.00], [-1.38, -6.28, 2.13], [-0.51, -5.53, 1.64], [0.97, -5.75, 1.89], [1.86, -4.67, 1.29], [-2.64, -6.09, 1.35], [1.25, -6.79, 1.72], [1.11, -5.87, 2.96], [1.51, -3.73, 1.73], [1.75, -4.72, 0.21], [2.91, -4.86, 1.48], [-2.84, -7.11, 1.01], [-2.26, -5.52, 0.50], [-3.53, -5.69, 1.83], [1.44, -0.67, -0.13], [0.62, -1.01, -0.95], [-0.45, -0.33, -1.33], [-0.82, 0.93, -0.99], [-0.25, 2.01, -2.02], [0.74, -2.35, -1.58], [-0.40, 1.15, -0.01], [-1.90, 1.03, -1.04], [-0.65, 3.02, -1.89], [-0.33, 1.86, -3.09], [0.80, 2.11, -1.76], [-0.22, -2.85, -1.73], [1.39, -3.12, -1.16], [1.31, -2.05, -2.45], [0.52, 8.28, -0.61], [-0.63, 7.64, -1.40], [-0.53, 6.12, -1.48], [-0.37, 5.41, -0.22], [-0.21, 4.84, 0.83], [0.23, 9.16, -0.04], [1.17, 8.66, -1.40], [1.11, 7.63, 0.04], [-0.88, 8.11, -2.35], [-1.52, 7.88, -0.81], [0.41, 5.98, -2.00], [-1.27, 5.60, -2.09], [-3.06, -2.46, -2.41], [-4.38, -3.16, -2.69], [-4.57, -4.38, -1.82], [-3.62, -5.46, -2.05], [-2.97, -6.36, -2.31], [-3.08, -2.11, -1.38], [-2.82, -1.53, -2.92], [-2.18, -3.02, -2.73], [-4.38, -3.33, -3.77], [-5.13, -2.49, -2.27], [-5.60, -4.73, -1.76], [-4.12, -4.03, -0.89], [4.34, 2.15, 1.21], [3.86, 1.98, -0.26], [4.16, 0.64, -0.98], [5.59, 0.29, -0.84], [6.71, -0.03, -0.72], [3.95, 3.12, 1.53], [5.41, 2.08, 1.39], [3.86, 1.42, 1.86], [4.40, 2.63, -0.95], [2.79, 2.18, -0.30], [4.04, 0.67, -2.06], [3.61, -0.23, -0.63], [-0.18, 2.86, 4.21], [0.21, 2.26, 2.88], [-0.22, 0.98, 3.04], [-1.11, 0.88, 4.02], [-1.72, -0.14, 4.17], [-1.24, 2.13, 4.73], [-0.33, 3.94, 4.15], [0.74, 2.83, 4.80], [1.24, 2.49, 2.60], [-0.45, 2.66, 2.11]]}

{"formula": "C23H41NO2P2Pd", "method": "wB97M-V/def2-TZVPD", "de_lowest_kcal_mol": 30.6, "multiplicity": 5, "total_charge": 2, "energy_ev": -52135.3052, "species": ["Pd", "C", "C", "C", "C", "C", "C", "H", "H", "H", "C", "H", "H", "H", "C", "H", "H", "H", "C", "H", "H", "H", "C", "H", "H", "H", "C", "C", "C", "C", "C", "C", "C", "C", "H", "H", "H", "H", "H", "H", "H", "H", "H", "H", "H", "H", "P", "C", "C", "P", "C", "C", "C", "H", "H", "H", "H", "H", "H", "H", "H", "H", "H", "H", "H", "H", "H", "O", "N", "O"], "positions_angstrom": [[2.04, -0.99, -1.35], [-0.78, -0.83, 0.53], [-0.47, -1.98, -0.24], [1.50, -1.14, 0.74], [0.39, -0.34, 1.14], [0.96, -2.23, -0.10], [-2.17, -0.36, 0.81], [-2.82, -0.47, -0.07], [-2.16, 0.70, 1.09], [-2.64, -0.93, 1.63], [0.44, 0.69, 2.20], [-0.55, 1.12, 2.41], [1.11, 1.51, 1.90], [0.84, 0.28, 3.15], [2.74, -1.30, 1.55], [2.63, -2.05, 2.34], [3.01, -0.35, 2.01], [3.55, -1.61, 0.88], [1.59, -3.57, -0.13], [1.69, -4.01, 0.87], [2.59, -3.46, -0.57], [1.00, -4.26, -0.75], [-1.40, -2.91, -0.89], [-1.30, -3.92, -0.47], [-1.21, -3.01, -1.98], [-2.44, -2.60, -0.76], [-1.41, 2.82, -1.83], [-2.39, 1.92, -1.60], [-2.62, 0.73, -2.47], [-2.57, 1.02, -4.00], [-1.31, 0.49, -4.76], [-0.23, 0.10, -3.75], [0.26, 1.17, -2.76], [-0.33, 2.59, -2.84], [-3.61, 0.30, -2.22], [-2.73, 2.07, -4.22], [-1.93, -0.08, -2.21], [-0.71, 2.74, -3.85], [-1.34, 3.78, -1.32], [-3.01, 1.98, -0.70], [0.50, 3.31, -2.73], [0.15, 0.76, -1.73], [-0.47, -0.84, -3.21], [1.36, 1.31, -2.82], [-3.43, 0.49, -4.44], [-1.62, -0.42, -5.30], [-0.28, 1.37, -5.98], [-0.43, 3.17, -6.03], [-0.90, 0.87, -7.60], [1.49, -0.45, -4.41], [1.44, 0.89, -5.72], [1.11, -1.91, -5.41], [3.24, -0.54, -3.99], [0.43, 3.65, -5.52], [-1.37, 3.54, -5.59], [-0.41, 3.49, -7.07], [-0.42, 1.47, -8.38], [-1.98, 1.02, -7.66], [-0.69, -0.19, -7.82], [3.83, -0.17, -4.84], [3.45, -1.59, -3.79], [3.44, 0.07, -3.08], [1.99, 1.78, -5.37], [1.87, 0.56, -6.68], [1.74, -2.73, -5.05], [1.35, -1.73, -6.47], [0.06, -2.22, -5.32], [3.17, 1.00, -0.92], [2.35, 1.99, -0.87], [2.23, 2.60, 0.20]]}